Entry 1:
One molecule with the formula C3H2S2, computed with ωB97M-V/def2-TZVPD.

Each line ends with the natural charge from an NBO analysis.
CARTESIAN COORDINATES (ANGSTROEM)
1 C -0.25 0.93 1.05  -0.3726
2 C 0.35 0.11 0.34  -0.0194
3 C 0.35 -0.66 -0.64  -0.3305
4 S 0.95 -2.02 -1.63  0.1560
5 S -0.62 -0.74 -2.14  0.1225
6 H -1.00 0.45 1.70  0.2209
7 H 0.23 1.92 1.33  0.2232

For the HOMO energy, the calculation gives -0.3168 hartree. The value obtained for the electronic energy is -24810.25627 eV. As for the relative energy (zero: lowest compared OMol25 entry of this formula, charge and spin): 28.23 kcal/mol. The structure (SMILES) is C=C=C1SS1. For the LUMO energy, the calculation gives -0.0115 Eh. As for the maximum force: 6.1 eV/A. For the orbital gap, the calculation gives 8.31 eV.

Entry 2:
One molecule with the formula C3H2S3, computed with ωB97M-V/def2-TZVPD.

Each line ends with the natural charge from an NBO analysis.
CARTESIAN COORDINATES (ANGSTROEM)
1 S -2.13 -0.71 0.05  0.2115
2 C -1.32 0.58 -0.50  -0.3816
3 C 0.08 0.44 0.02  -0.1570
4 S 1.23 1.78 -0.11  0.0811
5 C 0.93 -0.74 0.50  -0.3453
6 S 1.45 -2.11 -0.34  0.0629
7 H -1.60 1.43 -1.27  0.2713
8 H 1.36 -0.67 1.66  0.2572

For the HOMO energy, the calculation gives -0.3327 hartree. The value obtained for the electronic energy is -35645.15325 eV. As for the relative energy (zero: lowest compared OMol25 entry of this formula, charge and spin): 80.76 kcal/mol. The structure (SMILES) is S=CC(=S)C=S. For the LUMO energy, the calculation gives -0.0914 Eh. As for the maximum force: 5.5 eV/A. For the orbital gap, the calculation gives 6.57 eV.

Entry 3:
A 12-piece molecular cluster, C3H30NO13 overall, computed with ωB97M-V/def2-TZVPD.

Each line ends with the natural charge from an NBO analysis.
CARTESIAN COORDINATES (ANGSTROEM)
1 O -1.85 3.47 2.78  -0.5175
2 C -1.20 3.27 1.81  0.7889
3 O -1.51 3.78 0.60  -0.7399
4 C 0.19 2.60 1.63  -0.1544
5 C 0.81 2.60 3.05  -0.6303
6 N 0.22 1.27 1.05  -0.7638
7 H -2.06 4.55 0.46  0.5201
8 H 0.63 3.41 1.05  0.2403
9 H 1.73 2.07 3.29  0.2312
10 H 0.90 3.64 3.37  0.2364
11 H 0.14 2.01 3.69  0.2343
12 H 0.67 1.18 0.11  0.4635
13 H -0.73 0.94 0.82  0.4603
14 H 0.77 0.53 1.63  0.4680
15 H 3.82 -0.67 -2.82  0.5041
16 H 2.54 -0.90 -1.74  0.5157
17 O 3.21 -0.35 -2.15  -1.0200
18 H -4.90 -1.24 0.52  0.4940
19 H -3.86 -1.48 -0.68  0.4929
20 O -4.01 -1.50 0.27  -0.9613
21 H -1.64 -0.23 -1.60  0.4845
22 H -1.99 -1.00 -2.88  0.5153
23 O -1.61 -1.12 -1.98  -0.9977
24 H 0.93 -2.71 -0.82  0.5085
25 H -0.09 -1.66 -1.10  0.5025
26 O 0.86 -1.76 -0.89  -1.0200
27 H 2.51 -0.23 2.36  0.5138
28 H 1.66 -1.32 1.92  0.5068
29 O 1.58 -0.52 2.46  -0.9387
30 H 1.68 -3.95 1.02  0.4918
31 H 3.18 -3.96 1.43  0.4912
32 O 2.50 -3.45 0.97  -0.9772
33 H -1.56 -3.35 -1.29  0.4972
34 H -0.65 -4.32 -2.16  0.4925
35 O -0.68 -3.67 -1.46  -0.9824
36 H -2.09 1.39 -3.18  0.4916
37 H -2.28 0.49 -4.48  0.4955
38 O -2.55 0.64 -3.57  -0.9704
39 H 3.72 -0.36 -0.09  0.5102
40 H 3.69 -1.63 0.92  0.4942
41 O 3.67 -0.68 0.82  -1.0039
42 H -2.92 1.12 -0.47  0.4766
43 H -3.15 0.13 0.59  0.5135
44 O -2.48 0.79 0.32  -0.9826
45 H 0.47 -0.04 -1.77  0.5090
46 H 1.22 1.30 -2.18  0.5095
47 O 0.50 0.92 -1.67  -0.9940

For the HOMO energy, the calculation gives -0.4952 hartree. The net charge is +1. The value obtained for the electronic energy is -31700.56296 eV. As for the relative energy (zero: lowest compared OMol25 entry of this formula, charge and spin): 22.90 kcal/mol. For the LUMO energy, the calculation gives -0.0959 Eh. As for the maximum force: 2.8 eV/A. For the orbital gap, the calculation gives 10.86 eV.

Entry 4:
A 13-piece molecular cluster, C3H30O14S2 overall, computed with ωB97M-V/def2-TZVPD.

Each line ends with the natural charge from an NBO analysis.
CARTESIAN COORDINATES (ANGSTROEM)
1 C -0.30 -1.31 -0.63  -0.5575
2 C -0.77 -0.72 -1.96  0.8123
3 O -1.40 0.50 -1.88  -0.6951
4 O -0.61 -1.21 -3.04  -0.6252
5 C -0.33 -2.83 -0.75  -0.5378
6 S 0.54 -3.84 0.49  0.1115
7 S 0.25 -3.25 2.40  -0.1576
8 H 0.73 -0.95 -0.61  0.2734
9 H -0.72 -0.81 0.26  0.2503
10 H -1.20 1.01 -2.68  0.4898
11 H 0.18 -3.14 -1.64  0.2437
12 H -1.42 -3.05 -0.79  0.2130
13 H 1.11 -2.20 2.66  0.1616
14 H -2.21 1.48 0.60  0.4647
15 H -3.73 1.54 0.67  0.4954
16 O -2.99 1.72 0.09  -0.9591
17 H 3.17 2.03 1.05  0.4869
18 H 2.78 3.43 1.77  0.5080
19 O 2.92 2.47 1.88  -0.9990
20 H 3.12 0.00 -3.29  0.5050
21 H 3.69 1.45 -3.39  0.4665
22 O 3.71 0.64 -2.88  -0.9803
23 H 2.86 1.00 -0.91  0.5082
24 H 1.43 1.61 -0.83  0.5026
25 O 2.05 1.00 -0.39  -1.0136
26 H -1.85 3.29 1.39  0.4888
27 H -1.08 2.91 2.76  0.5029
28 O -1.21 3.57 2.06  -0.9857
29 H 1.64 3.65 -2.43  0.4917
30 H 0.80 2.46 -2.91  0.4785
31 O 1.12 2.91 -2.12  -0.9559
32 H -3.85 -2.23 -1.73  0.4708
33 H -3.36 -0.77 -1.45  0.4789
34 O -4.09 -1.39 -1.35  -0.9472
35 H 1.39 -1.47 -3.95  0.5014
36 H 0.99 -0.16 -4.73  0.4847
37 O 1.72 -0.67 -4.36  -0.9687
38 H -1.32 0.07 4.49  0.4774
39 H -0.35 0.38 3.39  0.5006
40 O -1.09 0.77 3.86  -0.9803
41 H 1.34 0.12 1.33  0.5038
42 H 1.50 1.00 2.53  0.5163
43 O 1.09 0.15 2.26  -1.0117
44 H 0.43 4.11 0.89  0.4949
45 H 1.16 4.32 -0.16  0.4530
46 O 1.33 4.51 0.78  -0.9519
47 H -3.33 -0.33 1.53  0.4625
48 H -2.48 0.12 2.62  0.4826
49 O -3.38 0.27 2.30  -0.9554

For the HOMO energy, the calculation gives -0.3432 hartree. The value obtained for the electronic energy is -53934.10542 eV. As for the relative energy (zero: lowest compared OMol25 entry of this formula, charge and spin): 0.00 kcal/mol. For the LUMO energy, the calculation gives -0.0286 Eh. As for the maximum force: 2.7 eV/A. For the orbital gap, the calculation gives 8.56 eV.